Entry 1:
Here is C5H13ClNS as an isolated structure from the OMol25 dataset. Energies are from ωB97M-V with the def2-TZVPD basis set.

```
21
C5H13ClNS (ωB97M-V with the def2-TZVPD basis set)
C 0.52 -1.15 -1.58
C 0.20 -1.91 0.75
C -2.07 2.02 0.34
C 1.68 1.61 -0.01
C 0.13 0.45 0.22
N 0.70 -0.86 -0.12
S -1.30 0.76 -0.75
Cl 3.23 0.80 0.35
H 0.95 -2.08 -2.07
H -0.57 -1.12 -1.81
H 0.88 -0.25 -2.16
H 0.02 -2.77 0.04
H 0.93 -2.20 1.54
H -0.70 -1.67 1.27
H -1.30 2.72 0.43
H -2.23 1.48 1.23
H -2.93 2.20 -0.34
H 1.42 2.48 0.58
H 1.48 1.52 -1.10
H -0.09 0.49 1.30
H 1.71 -0.77 0.05
```

Computed properties:
* net charge: +1
* energy above the lowest of the compared OMol25 structures with the same formula, charge and spin: 134.9 kJ/mol
* E_HOMO: -12.91 eV
* M: 154.7 g mol⁻¹
* frontier orbital gap: 10.2 eV

=====

Entry 2:
Here is C5H13F2NaO2S as an isolated structure from the OMol25 dataset. Energies are from ωB97M-V with the def2-TZVPD basis set.

```
24
C5H13F2NaO2S (ωB97M-V with the def2-TZVPD basis set)
Na 0.13 -0.65 -0.80
F -1.31 -2.03 -2.47
F 2.32 -1.33 -1.33
C -3.11 -0.91 2.80
C -1.86 -0.25 2.20
C -0.90 0.17 3.34
O -1.29 -1.00 1.25
H -3.87 -1.16 2.06
H -3.62 -0.29 3.57
H -2.77 -1.81 3.33
H -2.21 0.74 1.77
H -0.44 -0.68 3.85
H -1.47 0.76 4.08
H -0.13 0.83 2.94
C 1.34 0.29 -3.69
S 1.63 1.74 -2.67
O 0.58 1.67 -1.60
C 3.10 1.08 -1.89
H 2.09 0.24 -4.49
H 0.35 0.36 -4.14
H 1.36 -0.57 -3.02
H 3.33 1.74 -1.05
H 3.94 0.99 -2.57
H 2.81 0.08 -1.47
```

Computed properties:
* net charge: -2
* energy above the lowest of the compared OMol25 structures with the same formula, charge and spin: 49.7 kJ/mol
* E_HOMO: -0.39 eV
* M: 198.2 g mol⁻¹
* frontier orbital gap: 4.8 eV

=====

Entry 3:
Here is C5H13F6N2OSr as an isolated structure from the OMol25 dataset. Energies are from ωB97M-V with the def2-TZVPD basis set.

```
28
C5H13F6N2OSr (ωB97M-V with the def2-TZVPD basis set)
C -1.26 0.23 -2.69
Sr 0.63 0.77 -1.35
N 2.84 0.13 0.23
N 2.18 -0.66 -3.23
H 2.73 -0.82 0.58
H 1.20 3.06 -0.39
H -1.68 1.21 -2.29
H -1.65 -0.72 -2.29
H -0.31 0.61 -3.24
H 2.50 -1.55 -2.82
H 3.00 -0.09 -3.43
H 1.73 -0.90 -4.17
H 3.76 0.22 -0.20
H 2.80 0.75 1.03
C -2.66 -0.68 1.60
C -1.21 -0.33 1.33
O -0.70 -0.82 0.15
C -1.14 1.22 1.34
F -1.48 1.79 2.52
F 0.12 1.73 1.06
F -1.98 1.76 0.37
C -0.32 -0.98 2.48
F -0.76 -0.72 3.72
F -0.29 -2.34 2.31
F 1.00 -0.56 2.41
H -3.29 -0.22 0.84
H -2.97 -0.32 2.60
H -2.80 -1.77 1.54
```

Computed properties:
* net charge: -1
* E_HOMO: -2.20 eV
* M: 318.8 g mol⁻¹
* frontier orbital gap: 4.5 eV

=====

Entry 4:
Here is C5H13I2NOP as an isolated structure from the OMol25 dataset. Energies are from ωB97M-V with the def2-TZVPD basis set.

```
23
C5H13I2NOP (ωB97M-V with the def2-TZVPD basis set)
C 0.23 0.77 -1.28
C -1.75 -0.06 -0.27
C -0.20 1.25 1.00
C 0.50 -1.07 0.29
C 0.12 -1.87 1.45
N -0.30 0.16 -0.01
O -0.50 -1.14 2.42
P 1.14 -2.01 -1.24
I -1.27 -3.50 0.70
I 1.88 -2.87 2.35
H 1.29 0.98 -1.16
H 0.04 0.13 -2.11
H -0.31 1.63 -1.55
H -2.07 0.96 -0.71
H -2.05 -0.93 -1.04
H -2.12 -0.46 0.78
H -0.54 0.94 1.92
H 0.81 1.58 1.21
H -0.83 2.00 0.62
H 1.85 -0.22 1.04
H -0.33 -1.53 3.35
H 2.23 -1.12 -1.54
H 1.91 -3.00 -0.61
```

Computed properties:
* net charge: +1
* energy above the lowest of the compared OMol25 structures with the same formula, charge and spin: 234.3 kJ/mol
* E_HOMO: -12.70 eV
* M: 387.9 g mol⁻¹
* frontier orbital gap: 8.2 eV

=====

Entry 5:
Here is an isolated ion of composition C5H13N and charge -1 from the OMol25 dataset. Energies are from ωB97M-V with the def2-TZVPD basis set.

```
19
C5H13N (ωB97M-V with the def2-TZVPD basis set)
C 1.35 -1.09 1.20
C 0.69 -0.64 -0.11
C 0.03 0.74 0.00
C -0.24 1.33 -1.39
C -1.26 0.71 0.84
N -0.18 -1.69 -0.63
H 2.36 -0.71 1.31
H 1.34 -2.18 1.28
H 0.83 -0.70 2.08
H 1.49 -0.52 -0.85
H 0.74 1.38 0.54
H 0.66 1.59 -1.94
H -0.85 0.62 -1.96
H -0.87 2.22 -1.26
H -1.24 -0.12 1.54
H -2.13 0.57 0.20
H -1.44 1.67 1.33
H -1.16 -1.45 -0.51
H -0.10 -1.71 -1.65
```

Computed properties:
* net charge: -1
* energy above the lowest of the compared OMol25 structures with the same formula, charge and spin: 0.0 kJ/mol
* E_HOMO (alpha / beta): 1.41 / -5.73 eV
* M: 87.2 g mol⁻¹
* multiplicity: 2
* frontier orbital gap (alpha / beta): 2.8 / 9.8 eV

=====

Entry 6:
Here is a 2-piece molecular cluster, C5H13N overall from the OMol25 dataset. Energies are from ωB97M-V with the def2-TZVPD basis set.

```
19
C5H13N (ωB97M-V with the def2-TZVPD basis set)
C -1.12 -0.20 -0.49
C -2.62 -0.30 -0.41
C -3.30 0.78 0.42
H -0.85 0.79 -0.89
H -0.70 -0.93 -1.17
H -0.66 -0.14 0.50
H -2.91 -1.24 0.10
H -3.07 -0.39 -1.41
H -4.37 0.71 0.24
H -2.95 0.64 1.45
H -2.85 1.76 0.20
C 2.98 -0.56 1.12
C 3.60 0.42 -0.96
N 3.49 0.56 0.36
H 3.13 -1.57 0.68
H 1.90 -0.40 1.31
H 3.60 -0.57 2.02
H 3.26 1.21 -1.67
H 3.45 -0.59 -1.42
```

Computed properties:
* net charge: -1
* energy above the lowest of the compared OMol25 structures with the same formula, charge and spin: 132.1 kJ/mol
* E_HOMO (alpha / beta): 0.66 / -2.85 eV
* M: 87.2 g mol⁻¹
* multiplicity: 2
* frontier orbital gap (alpha / beta): 2.7 / 6.2 eV

=====

Entry 7:
Here is C5H13N as an isolated structure from the OMol25 dataset. Energies are from ωB97M-V with the def2-TZVPD basis set.

```
19
C5H13N (ωB97M-V with the def2-TZVPD basis set)
C 0.25 0.96 -0.74
C 0.49 -0.29 -1.47
C 1.60 -1.12 -1.30
C -1.00 0.65 0.09
C -1.21 1.53 1.30
N 0.12 -1.55 1.26
H 1.16 1.21 -0.17
H 0.03 1.80 -1.42
H -0.20 -0.45 -2.30
H 2.06 -1.60 -2.15
H 0.45 -1.42 -0.79
H 0.12 -2.55 1.03
H -1.87 0.44 -0.56
H -0.62 -0.43 0.57
H -2.09 1.26 1.89
H -1.54 2.54 1.03
H -0.32 1.56 1.92
H 2.27 -1.07 -0.45
H 0.30 -1.46 2.26
```

Computed properties:
* energy above the lowest of the compared OMol25 structures with the same formula, charge and spin: 656.0 kJ/mol
* E_HOMO: -6.35 eV
* M: 87.2 g mol⁻¹
* frontier orbital gap: 5.6 eV

=====

Entry 8:
Here is a 2-piece molecular cluster, C5H13N overall from the OMol25 dataset. Energies are from ωB97M-V with the def2-TZVPD basis set.

```
19
C5H13N (ωB97M-V with the def2-TZVPD basis set)
C 0.09 -0.37 -0.71
C 1.58 -0.65 -0.76
C -0.54 0.28 -1.80
C -0.68 -1.46 0.00
C -0.53 1.14 1.94
N 0.02 1.22 0.59
H 0.88 1.75 0.57
H -0.52 -2.41 -0.51
H 2.10 0.08 -1.38
H 1.76 -1.64 -1.18
H 2.01 -0.62 0.24
H 0.09 0.67 -2.59
H -1.53 -0.05 -2.08
H -0.61 1.56 -0.23
H -0.35 -1.57 1.03
H -1.75 -1.25 -0.01
H -0.75 2.13 2.36
H 0.18 0.64 2.60
H -1.45 0.56 1.92
```

Computed properties:
* energy above the lowest of the compared OMol25 structures with the same formula, charge and spin: 262.4 kJ/mol
* E_HOMO: -7.10 eV
* M: 87.2 g mol⁻¹
* SMILES: C=C(C)C.CN
* frontier orbital gap: 8.0 eV

=====

Entry 9:
Here is a 2-piece molecular cluster, C5H13N overall from the OMol25 dataset. Energies are from ωB97M-V with the def2-TZVPD basis set.

```
19
C5H13N (ωB97M-V with the def2-TZVPD basis set)
C -0.80 2.03 -1.75
C -1.15 0.56 -1.49
C -2.23 0.41 -0.42
H -1.44 2.43 -2.49
H 0.30 2.12 -1.94
H -1.10 2.70 -0.85
H -0.23 0.01 -1.15
H -1.46 0.09 -2.38
H -2.22 -0.48 0.15
H -2.15 1.15 0.39
H -3.16 0.35 -0.90
C 1.12 -0.76 1.47
C 2.97 -2.20 1.79
N 2.57 -0.98 1.71
H 0.84 -0.67 0.46
H 0.91 0.27 1.90
H 0.49 -1.54 1.93
H 4.12 -2.30 1.76
H 2.62 -3.19 1.80
```

Computed properties:
* energy above the lowest of the compared OMol25 structures with the same formula, charge and spin: 230.3 kJ/mol
* E_HOMO: -9.76 eV
* M: 87.2 g mol⁻¹
* SMILES: C=NC.CCC
* frontier orbital gap: 10.8 eV

=====

Entry 10:
Here is one molecule with the formula C5H13N from the OMol25 dataset. Energies are from ωB97M-V with the def2-TZVPD basis set.

```
19
C5H13N (ωB97M-V with the def2-TZVPD basis set)
C 2.23 -0.74 0.13
C 1.33 0.13 -0.75
C 0.42 1.07 0.04
C -0.55 0.32 0.97
C -2.33 -0.20 -0.60
H 2.95 -1.30 -0.48
H 1.63 -1.47 0.69
H 2.78 -0.13 0.85
H 0.73 -0.51 -1.40
H 1.96 0.75 -1.41
H 1.02 1.76 0.65
H -0.16 1.69 -0.65
H 0.03 -0.17 1.76
H -1.20 1.06 1.49
H -1.73 -1.31 0.98
H -2.98 0.56 -0.13
H -1.87 0.26 -1.49
H -2.95 -1.04 -0.93
N -1.30 -0.72 0.28
```

Computed properties:
* energy above the lowest of the compared OMol25 structures with the same formula, charge and spin: 40.4 kJ/mol
* E_HOMO: -8.86 eV
* M: 87.2 g mol⁻¹
* SMILES: CCCCNC
* frontier orbital gap: 10.0 eV